# 1
This record from the OMol25 dataset describes a cluster of 2 separate species, C3H13N2 in total in a non-equilibrium geometry. The level of theory is ωB97M-V with the def2-TZVPD basis set.

Last column: natural (NBO) charge in e.
Atoms and positions in Å:
1 C -1.2463 1.5965 0.7896  -0.4527
2 N 0.3117 1.6084 0.3885  -0.8539
3 H -1.8475 0.9073 0.1482  0.2185
4 H -1.5235 2.6123 0.5569  0.2297
5 H -1.5846 1.1682 1.8772  0.2345
6 H 0.7207 0.2932 0.7628  0.4454
7 H 0.4355 2.0437 -0.5502  0.4102
8 H 0.7870 2.1978 1.0732  0.3975
9 C -0.2852 -1.1131 -1.4478  -0.6246
10 C 0.9411 -1.4545 -0.5281  -0.2477
11 N 0.7209 -0.8406 0.8294  -0.7505
12 H -1.3417 -1.4173 -1.0040  0.2207
13 H -0.1673 -1.6899 -2.3404  0.2426
14 H -0.2716 -0.0141 -1.6991  0.2082
15 H 1.8338 -1.0075 -1.0740  0.2343
16 H 1.0176 -2.5583 -0.5769  0.2371
17 H 1.5685 -1.0996 1.3475  0.4190
18 H -0.0688 -1.2326 1.4472  0.4316

Output
Total energy   -231.322856 Ha
E_HOMO   -14.95 eV
Total charge   +1
Energy above the lowest of the compared OMol25 structures with the same formula, charge and spin   46.2 kcal/mol
Lowest unoccupied orbital energy   -3.06 eV

# 2
This record from the OMol25 dataset describes a cluster of 2 separate species, C3H13N2O in total in a non-equilibrium geometry. The level of theory is ωB97M-V with the def2-TZVPD basis set.

Last column: natural (NBO) charge in e.
Atoms and positions in Å:
1 N 1.2353 0.8804 -0.4391  -1.0698
2 C 0.2625 -0.1943 -0.8722  -0.1119
3 C -1.0680 0.4841 -1.2355  -0.6535
4 C 0.0214 -1.2023 0.2942  -0.2221
5 N -0.6155 -2.3972 -0.1186  -0.8684
6 H 2.1284 0.5614 0.0066  0.3163
7 H 0.6896 1.4248 0.2546  0.4201
8 H 1.6534 1.5166 -1.1949  0.2360
9 H 0.7614 -0.6554 -1.7266  0.2093
10 H -1.4372 1.0401 -0.3774  0.2155
11 H -1.7998 -0.3301 -1.2639  0.2294
12 H -0.9861 0.8717 -2.2503  0.2328
13 H 0.9731 -1.2392 0.8177  0.1759
14 H -0.6675 -0.6469 0.9417  0.1835
15 H -1.3021 -2.7893 0.4792  0.3780
16 H -0.1991 -3.0899 -0.7191  0.3814
17 H -0.4469 1.3898 2.6369  0.4679
18 H 0.4237 2.6466 2.5575  0.4724
19 O 0.3735 1.7293 2.2091  -0.9928

Output
2S+1   2
Total energy   -306.709814 Ha
E_HOMO (alpha / beta)   -3.03 / -9.49 eV
Total charge   0
Energy above the lowest of the compared OMol25 structures with the same formula, charge and spin   12.4 kcal/mol
Lowest unoccupied orbital energy (alpha / beta)   0.55 / 0.36 eV

# 3
This record from the OMol25 dataset describes a cluster of 2 separate species, C3H13N2O in total in a non-equilibrium geometry. The level of theory is ωB97M-V with the def2-TZVPD basis set.

Last column: natural (NBO) charge in e.
Atoms and positions in Å:
1 N -0.4810 -1.1236 -0.7589  -0.7181
2 C 0.8310 -0.4028 -0.2527  -0.0040
3 C 1.2641 0.5439 -1.3668  -0.6506
4 C 0.4565 0.2327 1.0666  -0.2549
5 N 1.6257 0.9669 1.5423  -0.8372
6 H -0.4149 -2.0931 -0.4479  0.4232
7 H -1.3187 -0.7046 -0.3127  0.4693
8 H -0.3859 -1.1288 -1.7697  0.4380
9 H 1.4922 -1.2551 -0.1529  0.2083
10 H 0.3955 1.1263 -1.6844  0.2183
11 H 1.9991 1.2114 -0.9217  0.2793
12 H 1.6421 -0.0307 -2.2050  0.2253
13 H 0.2184 -0.5800 1.7727  0.1866
14 H -0.3657 0.9343 0.9675  0.2107
15 H 2.3134 0.3494 1.9517  0.3705
16 H 1.4137 1.6813 2.2253  0.3865
17 H -3.4836 -0.8729 -0.1439  0.4974
18 H -3.3675 0.5617 0.3366  0.5107
19 O -2.8925 -0.1081 -0.1723  -0.9591

Output
Total energy   -306.612661 Ha
E_HOMO   -13.22 eV
Total charge   +1
Energy above the lowest of the compared OMol25 structures with the same formula, charge and spin   14.5 kcal/mol
Lowest unoccupied orbital energy   -3.20 eV

# 4
This record from the OMol25 dataset describes a cluster of 3 separate species, C3H13N2O3 in total in a non-equilibrium geometry. The level of theory is ωB97M-V with the def2-TZVPD basis set.

Last column: natural (NBO) charge in e.
Atoms and positions in Å:
1 C -1.6872 0.0186 -0.8043  -0.1993
2 C -1.7970 -0.7852 0.5645  -0.5286
3 C -0.6409 -0.4457 1.5206  0.6863
4 N -0.2963 -1.4937 2.3708  -0.8300
5 O 0.1545 0.3871 1.3209  -0.5995
6 N -0.3657 -0.4067 -1.5371  -0.6889
7 H -1.6881 1.1118 -0.5318  0.2545
8 H -2.3864 -0.1530 -1.5649  0.2223
9 H -2.7652 -0.5164 1.0357  0.2713
10 H -1.7372 -1.8689 0.2573  0.2373
11 H -0.9494 -1.9627 2.9388  0.3973
12 H 0.5774 -1.3829 2.9098  0.4037
13 H -0.3827 -1.3988 -1.6414  0.4205
14 H 0.5191 -0.1065 -1.0732  0.4868
15 H -0.3345 0.0769 -2.4372  0.4532
16 H 2.3478 0.8614 1.2116  0.4919
17 H 3.5646 1.5464 0.7400  0.4803
18 O 2.6187 1.5076 0.5343  -0.9562
19 H 2.2456 1.4983 -1.3200  0.5232
20 H 1.4991 2.1275 -2.5475  0.4937
21 O 1.5040 1.3849 -1.9470  -1.0199

Output
Total energy   -457.113414 Ha
E_HOMO   -14.09 eV
Total charge   +1
Energy above the lowest of the compared OMol25 structures with the same formula, charge and spin   22.7 kcal/mol
Lowest unoccupied orbital energy   -3.00 eV

# 5
This record from the OMol25 dataset describes a cluster of 5 separate species, C3H13N2O4 in total in a non-equilibrium geometry. The level of theory is ωB97M-V with the def2-TZVPD basis set.

Last column: natural (NBO) charge in e.
Atoms and positions in Å:
1 C 0.5127 -1.5855 1.7044  -0.0840
2 C -0.1224 -0.3277 1.7552  -0.0393
3 N 0.2372 0.3713 0.6698  -0.4571
4 C 1.1366 -0.4204 -0.1432  0.2364
5 N 1.2129 -1.6369 0.4991  -0.4610
6 H 0.3825 -2.2866 2.5031  0.2575
7 H -0.7287 0.0227 2.6546  0.2618
8 H -0.0853 1.3487 0.4345  0.4736
9 H 1.5039 -0.1097 -1.0497  0.2392
10 H 1.4808 -2.5368 0.0823  0.4846
11 H 1.8580 -3.6470 -2.7111  0.5066
12 H 1.4037 -2.1177 -2.5995  0.4760
13 O 1.9413 -2.7489 -2.1424  -0.9754
14 H -0.1738 5.2947 -0.5475  0.5227
15 H -0.8824 4.6252 0.8464  0.5028
16 O -0.4225 4.4848 -0.0038  -1.0032
17 H -2.0611 -1.6565 0.0310  0.4577
18 H -3.2920 -1.2297 -0.8277  0.4917
19 O -2.3007 -1.1379 -0.6379  -0.9483
20 H -0.7831 2.7815 -0.4725  0.5035
21 H -2.0571 2.0754 -0.1456  0.4890
22 O -1.2029 1.9391 -0.5007  -0.9349

Output
Total energy   -532.311551 Ha
E_HOMO   -13.37 eV
Total charge   +1
Lowest unoccupied orbital energy   -2.89 eV

# 6
This record from the OMol25 dataset describes a cluster of 2 separate species, C3H13N3 in total in a non-equilibrium geometry. The level of theory is ωB97M-V with the def2-TZVPD basis set.

Last column: natural (NBO) charge in e.
Atoms and positions in Å:
1 C 1.0956 -1.6118 0.8275  -0.4337
2 N -0.1833 -1.9261 0.1248  -0.6299
3 C -1.3673 -1.6030 0.9314  -0.4505
4 H 1.9547 -2.0517 0.2472  0.2203
5 H 1.3127 -0.4751 0.8081  0.1586
6 H 1.1556 -2.0120 1.8677  0.2072
7 H -0.2842 -3.0108 0.0348  0.3776
8 H -1.6310 -2.4208 1.6893  0.2248
9 H -2.1952 -1.5556 0.1327  0.2094
10 H -1.4178 -0.5245 1.1345  0.1768
11 N -0.3538 2.7838 -0.3161  -0.4535
12 C 0.6954 2.2223 -1.1787  -0.1289
13 N 0.0979 0.8157 -1.5368  -0.5452
14 H -1.3077 2.4823 -0.4374  0.4016
15 H -0.2105 2.7837 0.7454  0.4191
16 H 0.7898 2.8672 -2.1691  0.2373
17 H 1.7047 2.3279 -0.7451  0.2441
18 H -0.6756 0.7253 -0.7661  0.3745
19 H 0.8200 0.1833 -1.3941  0.3903

Output
2S+1   2
Total energy   -285.939305 Ha
E_HOMO (alpha / beta)   -12.90 / -12.60 eV
Total charge   +1
Energy above the lowest of the compared OMol25 structures with the same formula, charge and spin   67.4 kcal/mol
Lowest unoccupied orbital energy (alpha / beta)   -3.46 / -8.91 eV

What is the total energy in the sixth record?
-285.939305 Ha